1.
Computed, not measured: 2 unconnected molecules or ions with the total composition CHBrCl2S, with wB97M-V/def2-TZVPD.

Structure (ORCA input):
```
! wB97M-V def2-TZVPD RIJCOSX def2/J DEFGRID3
* xyz 0 1
Br -0.39043 0.23834 2.64011
Cl -0.82283 0.01231 -0.37718
Cl 0.41417 2.44871 0.69629
S 0.02737 -2.08731 -2.01502
C -0.52531 1.06521 0.94697
H 1.29703 -1.67727 -1.89118
*
```

## Properties
relative energy (zero: lowest compared OMol25 entry of this formula, charge and spin) = 61.08 kcal/mol
molecular weight = 195.90 g/mol
E = -106972.4941 eV

***

2.
Computed, not measured: 7 unconnected molecules or ions with the total composition C37H34Cl4F2O8 at a distorted geometry, with wB97M-V/def2-TZVPD.

Structure (ORCA input):
```
! wB97M-V def2-TZVPD RIJCOSX def2/J DEFGRID3
* xyz 0 1
Cl 3.84610 4.16055 1.32608
Cl 3.87934 6.79628 0.22022
Cl 4.11866 4.51230 -1.51451
Cl 6.30451 5.22313 0.22580
F -1.83019 4.29757 -0.38239
F -0.21391 5.33636 -3.84016
O 4.16315 -6.97597 -2.44305
O 0.42310 -2.22110 -0.01219
O -1.37332 0.92200 4.90515
O -0.53301 -4.45389 4.03158
O -0.16773 -7.51644 -4.49353
O 0.66513 3.25871 0.70937
O -2.18337 -3.80007 -0.93146
O 2.50880 -3.39377 1.40602
C 1.70681 1.13568 0.72244
C 0.56575 1.90250 0.54337
C 0.13012 7.59461 -3.26672
C 0.59451 6.80290 -0.64302
C -1.25212 -1.32601 5.80140
C -0.97158 -0.90042 3.46992
C -5.84099 5.14627 -0.34824
C 3.37571 -5.59195 0.86748
C 1.68654 -0.21768 0.45254
C 0.37867 5.84554 -1.62203
C 0.08537 6.26402 -2.90781
C 0.49304 -0.86655 0.13426
C -3.14930 4.59785 -0.31518
C -0.30250 -4.98859 -1.82004
C -0.63265 -6.53564 -3.64106
C -3.57561 5.79774 -0.83113
C 3.52464 -4.82167 -1.77892
C 0.64564 8.15263 -0.98251
C 3.07954 -4.29548 0.51269
C -1.99190 -6.27250 -3.60053
C -4.03100 3.68932 0.23688
C 0.19748 -5.92928 -2.71192
C 4.55192 5.17050 0.07574
C -0.77745 -3.12407 4.29938
C -4.93389 6.05878 -0.87185
C 3.79075 -6.50256 -0.10422
C -0.81608 -2.25725 3.21388
C -0.64111 -0.09223 -0.03031
C -5.37949 3.97506 0.21944
C -1.21272 -0.42952 4.74676
C -1.03977 -2.68550 5.58779
C -1.65342 -4.70097 -1.80908
C 3.86482 -6.11174 -1.43202
C 3.16468 -3.89174 -0.81091
C -0.61037 1.28037 0.14804
C -2.49655 -5.35957 -2.68318
C 0.44437 8.53914 -2.29163
H -0.47467 -4.95506 4.85169
H 2.56387 -0.81867 0.66831
H 0.33580 -4.54156 -1.06843
H -3.66735 2.79339 0.72587
H -0.68596 -2.69232 2.23349
H -6.08296 3.30319 0.69325
H -0.05730 7.91834 -4.28148
H -1.52719 1.83971 0.02039
H -1.57736 -0.58794 -0.26747
H -1.03018 -3.35763 6.43599
H 0.86343 8.88732 -0.21746
H 3.38820 -4.49996 -2.80368
H 4.23522 -7.88505 -2.13603
H 2.63101 1.61794 1.00722
H 3.99957 -7.51775 0.20971
H 0.52709 9.57668 -2.58715
H -6.89814 5.37251 -0.37015
H -3.56121 -5.16891 -2.65192
H -0.21444 3.65312 0.71527
H -1.45829 -0.96076 6.80336
H -5.28384 6.98907 -1.29949
H -0.93385 -0.23348 2.61622
H 2.52872 -3.73110 2.30646
H 2.83492 -2.90478 -1.10370
H 3.22595 -5.93565 1.88428
H 1.10887 -2.69150 0.48783
H -2.84219 6.49845 -1.21277
H 1.23990 -6.21341 -2.61368
H 0.76467 6.49455 0.37964
H -1.53916 1.12368 5.83053
H 0.72135 -7.31141 -4.79757
H -2.69808 -6.76638 -4.25428
H -1.46671 -3.28046 -0.54071
H 0.45119 4.78814 -1.40021
*
```

## Properties
relative energy (zero: lowest compared OMol25 entry of this formula, charge and spin) = 0.00 kcal/mol
molecular weight = 786.48 g/mol
SMILES = ClC(Cl)(Cl)Cl.Oc1ccc(O)cc1.Oc1ccc(O)cc1.Oc1ccc(O)cc1.Oc1ccc(O)cc1.Fc1ccccc1.Fc1ccccc1
E = -110824.4560 eV

***

3.
Computed, not measured: 5 unconnected molecules or ions with the total composition C7H16O4 at a distorted geometry, with wB97M-V/def2-TZVPD.

Structure (ORCA input):
```
! wB97M-V def2-TZVPD RIJCOSX def2/J DEFGRID3
* xyz 0 1
O -0.37567 -2.95306 0.81703
O -0.64313 0.17942 3.43014
O 0.14365 -0.40964 -3.72729
O 2.27427 -1.37608 -1.27136
C -1.65042 0.78598 -1.15024
C -0.15045 2.04571 0.04854
C -0.20857 -0.23151 0.52049
C -1.17837 -0.35081 -0.48192
C -1.20650 2.04789 -0.76102
C 1.50189 1.23119 1.75536
C 0.35718 1.00975 0.84648
H 1.83260 -0.64221 -0.73727
H 0.21010 -1.02430 1.12893
H 2.07217 2.08379 1.52586
H 0.30259 3.10815 0.34724
H -0.67637 -3.59905 0.16090
H 0.56289 -2.98653 0.61481
H -2.36763 0.52200 -1.88543
H -1.54844 0.13264 3.05035
H -0.31608 -0.69965 3.18340
H 1.21431 1.11116 2.77931
H -1.35718 -1.29577 -1.03971
H 3.13193 -1.03865 -1.42112
H 0.63329 -1.19061 -3.45045
H 2.34554 0.47401 1.72902
H -0.70349 -0.58391 -3.25005
H -1.67909 2.91007 -1.31800
*
```

## Properties
relative energy (zero: lowest compared OMol25 entry of this formula, charge and spin) = 14.47 kcal/mol
molecular weight = 164.20 g/mol
SMILES = Cc1ccccc1.O.O.O.O
E = -15707.0273 eV

***

4.
Computed, not measured: 14 unconnected molecules or ions with the total composition C61H135F9N12O25S3 at a distorted geometry, with wB97M-V/def2-TZVPD.

Structure (ORCA input):
```
! wB97M-V def2-TZVPD RIJCOSX def2/J DEFGRID3
* xyz 4 1
S -19.83356 -18.77962 -18.01232
S -19.76025 -22.80005 -23.86156
S -14.86379 -12.21637 -23.63925
F -14.03335 -11.31478 -26.08954
F -13.48359 -13.36252 -25.46982
F -21.18713 -16.67071 -18.89181
F -17.75586 -22.57719 -22.26501
F -12.42626 -11.73002 -24.65273
F -20.59791 -16.38072 -16.78147
F -19.63586 -22.75428 -21.20552
F -19.11161 -20.89979 -22.00114
F -19.12874 -16.30425 -18.52322
O -19.01458 -22.13522 -24.85424
O -24.68586 -21.48486 -27.44685
O -17.62382 -12.15460 -29.69259
O -19.62107 -18.72469 -27.99623
O -18.25961 -28.11071 -23.27124
O -23.23523 -18.44293 -21.99095
O -16.60125 -21.43901 -15.06003
O -12.38559 -6.75036 -18.60871
O -18.23473 -9.83241 -25.25390
O -19.62453 -19.06313 -19.39640
O -14.15595 -13.07307 -22.71074
O -25.22185 -22.40584 -21.99007
O -19.01823 -20.66981 -12.17400
O -14.98252 -10.82569 -23.20383
O -18.55258 -16.81341 -28.35960
O -20.98846 -19.36718 -17.33843
O -23.72576 -17.92333 -26.17710
O -13.72808 -10.36602 -18.62369
O -16.08649 -12.84391 -24.22970
O -19.48133 -24.22337 -23.77804
O -21.16979 -22.42253 -23.72242
O -18.63296 -18.86096 -17.15890
O -16.41953 -25.11157 -25.47535
O -20.09782 -12.59901 -26.33934
O -20.06958 -13.40096 -24.24664
N -16.92918 -15.77845 -23.44002
N -22.74878 -21.31975 -21.72557
N -14.00719 -17.13141 -39.45711
N -21.24420 -9.03301 -25.36050
N -17.57186 -12.06453 -26.74968
N -18.95773 -20.22310 -14.88986
N -16.77314 -16.33081 -25.49897
N -18.77274 -26.45982 -25.13194
N -12.14828 -17.55877 -40.54192
N -21.08354 -9.93446 -23.36826
N -22.15524 -20.15313 -27.52352
N -12.32027 -8.76776 -20.26897
C -21.86810 -8.80582 -23.27696
C -17.91788 -28.52618 -21.95882
C -22.27074 -21.63845 -27.90116
C -20.77512 -10.97727 -22.33570
C -18.37665 -11.60082 -30.75501
C -22.32283 -19.84020 -26.08646
C -25.30583 -21.44221 -28.74104
C -18.20249 -16.02384 -23.90488
C -14.34954 -17.47710 -40.68289
C -17.86098 -9.15622 -24.03736
C -24.26226 -23.40907 -21.86031
C -26.43282 -22.66419 -22.63706
C -21.97722 -8.24567 -24.48797
C -20.49488 -13.42877 -25.43291
C -21.51175 -14.51414 -25.75705
C -17.17737 -13.21454 -27.66678
C -20.25976 -16.92966 -18.01164
C -12.68377 -17.18425 -39.33986
C -12.42957 -7.41801 -20.86835
C -18.16807 -16.36077 -25.23348
C -20.19689 -20.99683 -12.89197
C -12.52359 -5.62653 -17.70704
C -23.54918 -22.29828 -27.23633
C -20.52355 -17.12635 -29.59790
C -16.76727 -16.56007 -21.11858
C -17.75807 -19.46465 -14.41513
C -18.01649 -13.29835 -28.96492
C -22.45465 -18.34629 -25.70252
C -22.23802 -20.34408 -20.70726
C -13.67044 -12.13319 -25.09321
C -19.97978 -10.41634 -21.18791
C -17.18727 -9.73456 -26.15246
C -10.76462 -17.57784 -40.91045
C -18.23354 -26.22508 -26.47796
C -24.37937 -16.96420 -25.44768
C -16.67790 -15.39713 -22.04065
C -20.79213 -10.07696 -24.65117
C -19.03948 -22.22095 -22.27203
C -18.93810 -21.57014 -11.07479
C -16.68923 -20.45879 -14.01063
C -19.49800 -17.56063 -28.57321
C -19.68646 -28.03167 -23.50396
C -20.25394 -20.05639 -14.04932
C -14.77325 -15.96921 -37.25454
C -21.07109 -8.66318 -26.71629
C -15.71093 -22.52528 -14.87843
C -19.72883 -27.58091 -24.92592
C -13.30923 -10.92358 -19.85118
C -17.40083 -24.95570 -26.49226
C -15.97467 -16.81661 -26.67433
C -15.08089 -16.79075 -38.51548
C -15.57677 -23.96970 -25.46325
C -23.04566 -22.73495 -21.20573
C -16.07316 -16.00081 -24.40881
C -13.23422 -17.82167 -41.36497
C -13.29569 -9.76874 -20.79862
C -24.35781 -18.30752 -21.14461
C -11.82166 -6.45811 -19.86176
C -22.06038 -18.97023 -21.31848
C -17.43403 -10.71767 -27.29658
C -13.83688 -11.27845 -17.50755
H -16.51122 -10.67360 -27.89057
H -23.82558 -23.29813 -27.75966
H -20.52850 -19.10374 -28.07367
H -21.51497 -15.32850 -25.01424
H -10.65621 -18.18739 -41.81090
H -14.03819 -11.69572 -20.26313
H -17.60164 -27.05447 -26.80487
H -17.03338 -8.75763 -26.51681
H -13.45753 -7.19647 -21.02407
H -21.04286 -9.52701 -27.34603
H -11.97305 -7.42854 -21.88699
H -11.59278 -5.11305 -17.75867
H -12.18580 -16.81723 -38.45067
H -15.65260 -14.93656 -21.95345
H -21.04805 -17.98267 -30.05226
H -20.20450 -28.98404 -23.42818
H -24.76766 -17.31837 -24.44972
H -15.40925 -17.41415 -40.95841
H -19.90948 -21.58080 -10.48676
H -22.06074 -21.41384 -22.43895
H -19.44217 -11.38729 -30.46176
H -15.20589 -17.56321 -26.33748
H -11.40371 -9.09090 -20.40097
H -22.46685 -14.02554 -25.67750
H -13.34684 -4.90934 -18.06027
H -12.62792 -8.57515 -19.31112
H -20.38375 -9.46930 -20.91994
H -13.13793 -18.09206 -42.38812
H -15.49743 -17.75585 -38.22513
H -15.88864 -23.07391 -15.82468
H -22.44458 -21.62957 -28.98880
H -14.14120 -15.10183 -37.50154
H -16.83262 -28.54102 -21.77459
H -17.99224 -26.65787 -24.51644
H -17.47415 -18.82853 -15.28205
H -23.10172 -20.34679 -19.96631
H -27.16457 -21.92224 -22.39123
H -21.21363 -19.07297 -22.02381
H -22.93127 -19.67436 -28.04658
H -24.17531 -17.85957 -20.14258
H -12.42400 -11.52696 -19.82977
H -26.05175 -20.68233 -28.74706
H -23.41033 -22.34782 -26.13512
H -18.65617 -21.19845 -14.93047
H -16.45836 -16.27156 -20.13040
H -20.24499 -16.44852 -30.44720
H -19.13951 -25.59588 -24.70225
H -15.49148 -15.97210 -27.12043
H -17.84290 -14.32569 -29.37307
H -12.81211 -6.02265 -16.71683
H -19.31070 -28.37296 -25.48603
H -18.11043 -24.15622 -26.23342
H -20.14813 -21.98748 -13.35158
H -16.16000 -9.96677 -25.74899
H -20.17263 -10.87452 -25.05069
H -10.72418 -6.53688 -19.89784
H -16.91841 -24.86289 -27.48869
H -16.02359 -23.15395 -14.02227
H -17.32836 -14.15765 -27.12327
H -21.72338 -17.77965 -26.21677
H -15.79095 -19.86220 -13.93887
H -17.24919 -9.87732 -23.40084
H -14.62269 -12.02063 -17.60598
H -18.30618 -10.44684 -27.86727
H -23.25676 -20.29895 -25.75179
H -16.93056 -20.93753 -13.01790
H -19.08792 -26.24339 -27.20473
H -23.75325 -16.05581 -25.20563
H -17.89259 -10.67633 -31.01849
H -14.98543 -23.89848 -26.37527
H -21.09872 -20.94068 -12.19783
H -20.06635 -8.15147 -26.82556
H -25.12449 -17.66929 -21.62076
H -14.68869 -22.22853 -14.66586
H -12.04065 -5.44674 -20.18110
H -21.89504 -8.02854 -27.08185
H -17.35140 -14.58312 -21.61991
H -10.46907 -16.51036 -41.13725
H -18.72048 -8.83971 -23.42901
H -17.21993 -8.28830 -24.30087
H -26.21228 -22.63408 -23.71274
H -18.08365 -18.80881 -13.58271
H -15.94995 -16.40718 -38.93823
H -18.37163 -27.85131 -21.19688
H -21.04917 -20.14999 -14.75088
H -21.34141 -20.79129 -20.33157
H -18.72096 -22.55023 -11.44065
H -24.53794 -21.32803 -29.52888
H -20.05814 -11.12217 -20.38575
H -20.75063 -27.27457 -25.22529
H -20.23355 -19.01139 -13.68577
H -25.83998 -22.38178 -28.84370
H -13.05412 -9.93407 -21.84609
H -18.19915 -21.17601 -10.38674
H -12.83067 -11.81526 -17.36062
H -16.12886 -12.99483 -27.85521
H -14.22826 -16.49853 -36.46591
H -16.04567 -23.01465 -25.37502
H -19.08601 -13.15638 -28.64342
H -18.56728 -12.27962 -26.49530
H -20.33148 -11.75617 -22.89573
H -21.71932 -18.15663 -20.61397
H -25.19403 -16.62552 -26.07973
H -19.02205 -15.86401 -23.28786
H -19.11903 -19.93958 -15.90355
H -18.40201 -29.47313 -21.72565
H -13.95824 -10.57005 -16.68672
H -16.65967 -17.28151 -27.34966
H -16.22001 -17.45104 -21.48512
H -23.90482 -23.83205 -22.85983
H -16.97970 -12.05591 -25.89910
H -15.03904 -15.91490 -24.32743
H -18.95611 -16.70263 -25.91220
H -22.39832 -7.34841 -24.91213
H -20.13684 -27.38500 -22.76225
H -10.18605 -17.95841 -40.08787
H -24.84674 -19.29745 -20.94035
H -22.40916 -18.18813 -24.58995
H -22.18846 -23.30628 -21.50576
H -21.46069 -20.18466 -25.53680
H -14.77334 -24.13741 -24.78125
H -26.72181 -23.63901 -22.36096
H -21.42660 -14.82590 -26.76178
H -22.22800 -8.48188 -22.36062
H -14.28294 -9.28535 -20.81934
H -21.77874 -11.30275 -22.06224
H -24.62140 -24.33830 -21.34126
H -21.38426 -22.24865 -27.66063
H -18.47105 -12.32293 -31.58662
H -21.32060 -16.63351 -29.01227
H -18.90102 -10.27574 -21.47288
H -23.59850 -21.00683 -22.10267
H -17.82526 -16.85402 -21.00447
H -23.00301 -22.75992 -20.12088
H -15.63079 -15.58075 -36.75685
*
```

## Properties
molecular weight = 1703.99 g/mol
E = -191443.1086 eV

***

5.
Computed, not measured: a molecular structure, C16H16FeO6 at a distorted geometry, with wB97M-V/def2-TZVPD.

Structure (ORCA input):
```
! wB97M-V def2-TZVPD RIJCOSX def2/J DEFGRID3
* xyz 0 5
Fe -3.11027 -1.55139 5.69870
O 2.33766 -0.04608 0.84973
O -0.99275 -2.93887 7.37772
O -2.29497 -0.74824 0.16661
O -2.54393 1.16703 6.88882
O -5.23825 -2.25786 7.74821
O 1.59511 -1.73277 -0.47886
C -0.40898 0.97751 0.94649
C -0.98512 -2.41764 -0.81109
C -1.15641 -1.13367 -0.07629
C -0.05409 -0.34161 0.34669
C -4.61749 -2.29106 4.36657
C -3.49267 -3.18396 4.34283
C 1.91074 0.91761 1.80582
C -4.42752 -1.98606 6.99634
C 0.82225 1.82643 1.25099
C -1.79449 -2.40962 6.76638
C -2.75852 0.12662 6.47865
C 1.33199 -0.74840 0.20711
C -3.08147 -0.36239 3.82889
C -4.45273 -0.92667 4.18517
C -2.15792 -2.68914 4.15070
C -1.91603 -1.33746 3.96221
H -2.88230 0.60899 4.32305
H 0.58721 2.64369 1.94503
H 1.54846 0.36059 2.67901
H -1.31969 -3.38985 4.18211
H -1.55014 -3.20601 -0.31860
H -1.09589 1.49773 0.26623
H -0.98744 0.80268 1.86010
H -3.65435 -4.25560 4.47501
H 0.05618 -2.72660 -0.85328
H -5.61520 -2.69548 4.55665
H 2.80110 1.47477 2.12478
H -3.13638 -0.10713 2.74749
H -5.32124 -0.26285 4.20879
H -0.89186 -0.98139 3.82487
H -1.34678 -2.31560 -1.83276
H 1.18305 2.29900 0.32961
*
```

## Properties
relative energy (zero: lowest compared OMol25 entry of this formula, charge and spin) = 0.00 kcal/mol
molecular weight = 360.14 g/mol
E = -63518.4028 eV

***

6.
Computed, not measured: C4H7N3 in the gas phase, with wB97M-V/def2-TZVPD.

Structure (ORCA input):
```
! wB97M-V def2-TZVPD RIJCOSX def2/J DEFGRID3
* xyz 0 1
N 1.15850 -0.33307 -0.46145
N -2.17766 0.61189 -0.19624
N -0.95585 1.03183 -0.56454
C -0.90405 -1.20619 0.22453
C 2.09383 0.41414 0.40811
C -0.27528 -0.07124 -0.29339
C -2.18491 -0.68129 0.26441
H -2.95863 1.24052 -0.29220
H 3.11285 0.04639 0.26294
H 0.92185 -1.33148 -0.11463
H -3.12099 -1.12257 0.58483
H 1.77797 0.25019 1.43867
H 1.47112 -0.32827 -1.43495
H 2.04125 1.47914 0.17391
*
```

## Properties
relative energy (zero: lowest compared OMol25 entry of this formula, charge and spin) = 84.76 kcal/mol
molecular weight = 97.12 g/mol
E = -8728.0038 eV